[1]
Entry from OMol25: a 17-piece molecular cluster, C68H114O28 overall (the ωB97M-V functional and the def2-TZVPD basis).

Output
Total charge ... 0
LUMO energy ... -0.07 eV

Positions of all 210 atoms, in Å:
O  1.37629  -3.43806  1.45862
C  -4.42843  -1.78889  -5.28345
O  -2.68967  -5.61282  -3.26332
H  0.12848  -8.39587  2.12131
H  3.38312  1.33865  2.03495
O  -5.82857  -3.48416  2.95847
C  3.14761  -1.87449  2.24418
H  -4.86547  2.41120  2.02584
H  -1.87528  3.50582  3.29291
H  1.25426  8.92086  2.94006
C  5.78509  2.35195  -1.22020
H  2.64051  1.83158  4.12840
H  -2.28495  4.73411  -6.87687
C  -1.79184  1.18185  5.10825
H  3.37672  -3.99134  -0.34317
H  4.73924  -3.10937  -2.29659
H  -1.36393  -0.50780  -1.04089
H  3.40725  4.51843  -0.41598
C  0.85724  -0.49891  -0.73775
H  5.04744  6.09057  -3.10287
C  -0.76324  -0.41764  1.00512
C  2.40781  4.84613  -2.24357
C  -2.48514  0.77694  3.81636
H  1.96684  4.24427  2.47549
H  2.10324  7.02541  4.71541
H  2.81501  4.15247  4.88789
C  -2.20676  2.64929  5.25604
C  2.31012  -8.35284  1.80704
H  3.48632  -3.25906  5.14731
C  3.46993  3.77290  4.10360
H  -3.54431  -4.86610  4.08519
C  3.58669  2.34858  3.96855
O  -0.97338  7.12484  4.13595
H  1.04464  8.95677  4.69688
O  3.78070  3.40305  1.83194
O  1.26214  -8.25085  -0.16958
H  -6.69729  -0.65752  -3.43515
H  3.58805  -4.02714  -3.17879
H  -0.07954  2.69902  -4.45469
C  4.02984  6.26656  -2.75412
H  6.02461  2.27787  -0.15943
H  -2.43792  7.10226  -0.26514
C  3.46597  -0.61689  -8.58838
H  1.68234  6.76249  3.00394
C  -3.19687  6.36308  -0.00881
C  -5.54421  0.02266  -0.20124
H  -0.68960  -3.04695  -2.55310
O  5.40263  -5.07303  -2.72728
C  4.11274  6.20986  -1.22789
H  -0.90384  8.14932  2.42300
C  0.11724  6.27334  4.44248
C  0.80924  8.40163  3.78886
H  -4.54386  -2.01653  4.89405
C  -5.32178  2.02698  1.11356
H  -5.42350  2.88767  0.45254
H  -3.00469  7.22823  2.06003
H  2.70547  -1.01170  1.74599
C  5.86452  -5.54942  -1.56517
O  -6.71577  0.24776  0.54171
C  1.29847  7.05624  3.98090
C  -2.77005  4.98075  -0.31502
C  -2.70057  -4.50752  6.13902
H  3.05752  0.34906  -8.29139
C  2.91009  5.35727  -0.90308
O  -3.48723  -5.23525  -5.33392
C  -2.73883  -4.41703  4.66626
H  3.88262  2.52106  -2.26154
H  -0.21278  -3.35581  5.25407
H  -0.12791  1.19851  -6.14203
H  -4.85843  -1.59170  2.70255
H  -1.62828  0.24423  1.04664
C  -0.64073  8.23639  3.47718
H  2.22814  5.84148  -0.20410
H  -2.47893  3.89340  -5.40502
O  -2.59186  -0.38130  3.46157
C  -2.68384  3.02835  3.84638
H  -0.80019  -4.26759  -4.95641
H  -5.87044  -3.47036  6.07501
C  3.63268  -4.69348  -1.13664
H  4.27635  -3.00490  -6.40301
H  -5.78421  0.36219  -1.20883
C  -5.72438  -2.09212  3.13591
H  0.85646  -0.21220  -1.78937
H  -1.33547  -5.87022  4.09429
C  4.68003  -5.69188  -0.63375
H  4.18229  1.89705  4.76194
H  0.89758  -6.91976  2.72156
H  2.34740  -9.25328  2.42017
O  -2.94045  1.81998  3.07030
C  -6.66259  1.33846  1.32552
O  1.34057  -1.59267  -9.23147
C  -4.50419  0.90774  0.46785
H  0.14419  5.35630  3.85390
O  -6.92964  -5.18274  4.08800
H  -0.90293  -4.30763  3.44372
H  -4.43329  6.28850  1.66149
H  -5.71600  -3.22264  -4.34200
H  -0.70757  1.08854  5.04687
H  -2.35231  -2.96561  -2.56875
C  -1.78114  4.01241  -6.23389
C  4.03713  2.10655  2.44810
C  0.14987  3.18892  -5.40098
H  -2.22847  4.95854  -1.26070
C  4.36058  1.89700  -1.50642
O  2.06838  -3.57387  3.62695
C  -3.35978  6.36922  1.49073
H  0.15736  6.00712  5.49871
H  4.02164  -2.21515  1.68911
O  4.58734  0.62664  -2.19479
O  1.08364  0.61587  0.15702
H  0.55713  2.29987  -7.31997
H  -1.69753  2.85973  -8.11983
H  3.25259  -1.70291  -5.80620
H  -0.36947  -7.06077  0.33534
H  6.59060  -4.83908  -1.16979
H  -3.93859  -2.68618  -5.66164
H  -3.76722  1.23900  -0.26376
H  0.44167  -4.89677  5.64998
H  4.15560  -6.63776  -0.76935
H  3.40322  -8.52362  -0.01526
C  3.03819  4.28336  2.67242
H  -1.43466  3.28006  5.69660
H  -7.35878  -2.76650  5.26201
H  -5.22616  -1.00550  -0.37393
C  4.49530  -1.31014  -7.66191
H  3.80530  -0.63745  -9.62401
H  2.13918  -2.20370  5.32135
C  -5.84157  -1.32540  -3.33629
H  4.43409  4.19495  4.38708
H  3.25118  -0.61937  3.92221
H  -4.64872  -1.17457  -6.15649
H  -4.16836  6.63885  -0.41899
H  5.17928  -0.65007  -7.12845
H  -3.55594  3.68209  3.85920
H  -2.82776  -3.34672  4.48017
H  1.65535  -1.19197  -0.47170
C  -3.76220  -1.00192  -4.24947
H  -3.94398  0.33479  1.20677
C  -1.30376  -4.80572  4.32653
H  4.58369  -1.76828  3.72521
C  -0.57394  -0.93018  -0.41992
O  0.65443  1.18629  2.20329
C  5.81831  0.54395  -2.77209
H  -2.32297  2.04567  -6.74735
C  6.71568  1.57366  -2.17580
O  2.53337  -2.50632  -7.49780
C  2.34345  -1.63539  -8.52788
H  -6.56704  -2.02564  -5.21077
O  -2.63010  5.21772  1.94087
H  -2.03557  3.45996  1.11795
H  3.70637  1.94986  -0.63619
C  -6.33366  -3.12039  5.15249
H  -2.02838  -2.98547  -4.95766
C  2.45383  -8.83484  0.42053
C  -1.93860  4.52040  0.88522
H  6.02629  3.39001  -1.44901
H  -1.19432  -5.51075  -1.94527
H  4.89646  -5.63379  0.43297
H  3.11424  -7.69544  2.13765
H  5.10871  -1.92783  -8.31788
C  0.30713  0.57684  1.20033
O  1.45805  3.99348  -2.40316
C  -2.73751  -4.86053  -4.42147
H  -3.04674  2.70115  5.94875
H  5.06181  5.77598  -0.91308
H  -1.12566  9.05971  4.00167
H  -6.59392  -1.54634  2.76969
H  2.33719  -9.91687  0.48129
O  6.06104  -0.39628  -3.49844
H  3.40595  5.27627  2.41361
H  -0.92925  -1.23469  1.70723
O  -7.55525  1.65285  2.09058
C  4.35013  -4.12174  -2.40523
C  -0.50466  -4.37121  5.52215
H  -2.23696  0.50226  5.83497
H  5.10813  1.91056  2.39651
C  -2.00023  -4.84561  -2.25543
C  2.06890  -2.98121  2.35249
H  2.65918  -5.11791  -1.38211
O  -3.61323  -4.73453  6.93671
C  0.95234  -7.70009  1.96249
C  3.67854  -2.14551  -6.70663
H  7.56382  1.26121  -1.56658
C  -1.64342  -3.84549  -4.40969
H  3.61551  7.15245  -3.23541
C  2.76729  -2.67956  4.56827
H  6.30871  -6.54230  -1.63566
H  4.05363  7.23731  -0.86880
O  -0.54855  4.36992  -5.68912
C  -6.32425  -4.11536  4.07453
O  3.13168  5.26426  -3.20157
H  1.22499  3.32096  -5.27940
H  -6.08251  -1.92085  -2.45568
H  -0.90202  4.85503  0.84492
C  -0.21150  2.20460  -6.55300
H  -5.95743  -0.99067  4.96002
H  7.00421  2.19560  -3.02317
O  -2.60724  -0.54181  -4.28949
O  -4.57667  -0.68522  -3.24247
C  -5.71047  -2.15244  -4.54873
H  -3.69256  4.45995  -0.57161
H  -2.55348  -4.55066  -1.36379
C  -1.54617  -3.59547  -2.94493
C  -1.53550  2.73632  -7.04903
H  1.09759  -6.26835  0.28010
C  3.49873  -1.66401  3.73369
C  0.67906  -7.22868  0.58126
O  -1.49337  -4.30637  6.65033
C  -5.59563  -1.95883  4.61381
H  -0.72111  -2.00899  -0.47092

Atomic partial charges in e from the Löwdin method, atoms 1 to 5: 0.084, -0.059, 0.032, 0.121, 0.084

***

[2]
Entry from OMol25: a 14-piece molecular cluster, C68H129F17O37 overall (the ωB97M-V functional and the def2-TZVPD basis).

Output
Total charge ... 0
LUMO energy ... 0.40 eV

Positions of all 251 atoms, in Å:
H  -1.82519  0.96351  1.82408
H  -3.15607  -0.58685  3.29366
C  0.33131  -8.61734  0.64554
H  3.40988  2.49474  -2.52426
C  -2.75942  -2.21290  -0.66262
H  4.13312  -7.34480  2.54292
C  2.48398  1.84584  -5.77660
H  0.92199  2.62228  3.52928
O  4.75568  -0.23112  3.83928
C  -0.08272  -3.05178  -5.95890
C  0.55379  -4.76274  -0.22549
H  -0.06869  5.46531  -1.67059
C  -1.58459  -10.00586  -2.97935
C  -4.96493  -1.88558  1.47005
H  3.62588  4.01217  -3.48873
H  -1.26119  7.97366  1.97096
O  -0.04561  2.12613  1.79613
H  7.45893  -1.71678  -0.62762
F  -5.62855  -3.68372  4.93781
H  -0.37260  -0.09803  -2.23725
H  5.75518  0.22981  2.05189
C  1.65414  2.80004  -5.02282
H  -4.81073  -4.85536  -2.00172
H  -6.69574  3.91070  0.69960
H  5.43914  7.99337  -2.31528
C  5.30446  -0.63663  2.59551
C  -1.07644  1.31687  -0.18662
H  4.96392  6.60254  -3.32632
O  -2.55774  -2.94658  3.69964
H  -1.94328  -4.73774  -5.70018
C  -0.58689  2.54337  -4.15472
F  2.19102  -3.01900  -2.82867
H  1.78736  0.34260  -2.96026
H  -4.60605  3.84800  1.77497
C  0.37017  5.05150  -0.76271
H  -7.12276  -5.89486  0.96587
H  -5.63833  -1.24191  2.01605
F  2.83243  -2.54621  -0.78089
H  1.24383  -5.06675  -2.94010
H  -4.82047  -2.75062  2.09137
H  0.60874  -1.17815  -1.33602
H  3.31394  -3.08452  3.36196
H  -1.96528  6.47686  2.45476
F  -1.86166  0.78567  -5.21435
C  0.80100  -5.87782  -2.33817
C  -1.31677  1.76760  1.22668
C  6.35143  2.27198  -6.11822
H  -7.75394  7.01281  0.62040
H  -5.47344  3.52102  -1.29953
F  5.08136  3.58996  1.53887
F  7.70903  2.18325  -5.89657
H  -10.25518  8.47399  -3.17574
H  2.01514  7.63210  -0.04217
F  -4.06542  -5.04445  4.22615
O  -3.80283  -1.12155  1.18250
H  0.22579  -5.01795  0.77155
H  1.62814  -5.05693  -0.15833
F  3.81626  -4.08843  -1.93206
H  3.81935  -3.05129  1.65999
F  -0.28771  8.13525  4.54243
H  3.03100  8.03512  -2.32837
O  -4.02766  4.38995  -0.12106
H  -0.58181  7.89685  6.53300
H  -2.94392  -1.34922  -1.28840
O  1.63218  -3.06327  6.09315
O  5.81191  2.53657  -3.83606
H  -4.48002  -6.28802  -1.06102
C  2.92395  7.02995  -1.94514
H  6.63344  -0.21150  0.03343
O  -0.89550  6.54677  0.64804
H  -1.91823  -8.79760  -0.83901
F  1.86934  -2.07546  -7.09492
H  -2.08005  1.17108  -0.59502
H  0.09548  -9.52146  -4.03152
O  -1.53188  5.24082  4.98765
C  -9.27914  7.97694  -3.14424
F  6.23255  2.87299  -7.30730
C  -7.73824  7.15579  -1.57195
H  0.30383  -2.02351  1.76294
H  0.20518  -2.09349  7.23103
H  -6.97171  7.93750  -1.52119
C  0.76418  -1.82835  -6.39617
H  0.98395  0.14759  6.93809
F  -0.00748  -0.91980  -7.01128
O  5.16057  -1.68825  -1.66415
C  1.31451  -2.04502  2.20278
O  2.74299  0.43159  -1.16892
H  -8.53981  8.72755  -3.47878
H  -1.98012  2.61854  1.23198
C  5.44735  3.30058  -2.66593
H  -1.25868  -8.46035  -4.47514
H  -5.48547  -6.63846  0.78225
H  -3.03755  -4.25855  -3.59996
H  1.21516  1.67999  -1.88757
H  3.57310  -5.37585  1.18700
H  -3.12505  -3.50196  -5.91147
H  0.19551  -1.83166  5.51739
C  1.63493  -0.67061  6.47026
O  -4.03961  -1.71067  4.93040
H  2.53634  -0.92519  7.01511
H  6.07138  6.37749  -1.97313
H  0.47053  -3.69533  -0.25222
O  -9.05594  7.72524  -1.75700
C  -2.54200  6.05660  4.96550
H  0.05659  -7.82339  -0.08584
H  4.49797  -1.02521  1.93414
H  8.05527  -0.08758  -1.03963
H  3.97436  1.72750  3.46345
H  6.01123  4.23713  -2.74787
H  1.98478  -1.37930  1.66017
C  -3.53063  -2.83476  4.46016
O  1.82636  -3.39465  2.12534
C  -7.66915  6.34108  -0.28669
O  -0.53370  3.24477  -3.18275
H  1.59177  -6.44694  -1.84723
C  -3.35584  -0.52320  4.37163
F  -3.98704  -4.20836  6.26124
C  -4.47885  3.33220  -0.92935
H  -5.81850  -5.14392  1.78261
H  -0.79177  2.23307  -0.70983
H  -0.56181  -9.07408  1.10278
H  -1.75718  -1.30609  1.05575
H  5.77635  0.33120  -2.27062
C  6.16285  -0.67665  -2.06798
O  1.97823  -0.19151  5.14685
C  0.04027  -6.69474  -3.33404
H  5.45477  5.95488  1.65782
H  4.02684  6.35752  0.67010
H  3.75048  0.64162  5.80720
H  2.89298  0.40781  3.04850
C  2.33521  -7.81210  1.41358
C  3.63499  0.71769  3.76104
H  -0.81372  2.97008  3.64154
C  -0.70938  -8.95330  -3.65205
H  -1.85474  -10.82398  -3.64564
F  -2.60722  1.65653  -3.44412
H  1.95364  1.38398  -6.60513
C  -2.69609  -1.87123  0.81031
H  5.88901  2.69178  -1.88000
H  -4.12914  1.44208  4.00963
C  4.02845  4.40281  1.25163
H  -3.36711  -4.54572  0.58679
H  3.61961  4.25450  0.24790
C  -0.61342  5.18815  0.41449
C  3.16678  -3.56362  2.40537
H  -5.34031  0.18283  4.26601
C  3.23230  -2.90672  -2.00534
C  2.82388  1.01710  0.10248
C  -2.20199  -3.74251  -5.39743
H  0.60256  3.95905  -0.90601
H  6.63432  -1.03341  -3.01973
H  -2.46247  -0.44602  4.94582
C  -0.34152  5.94963  5.50941
H  1.18005  -1.79303  3.25296
C  0.86271  -4.24144  6.10833
C  -4.65086  -5.22069  -0.97676
H  0.34692  -4.36858  5.14906
H  -1.04175  -10.47195  -2.14480
C  1.80343  7.01738  -0.89181
F  1.20001  -1.19214  -5.22411
H  -2.67144  -2.77757  1.36868
O  -0.17026  -7.99502  -2.75056
H  -7.56611  6.49703  -2.44987
H  2.53065  1.80000  5.31305
H  -2.63570  -7.48241  -1.57385
H  0.53431  5.81293  4.92823
O  -0.15079  0.24884  -0.16539
C  1.55208  0.64763  -1.93586
F  5.78124  1.08856  -6.12096
O  1.62878  5.63861  -0.48798
H  -3.61190  -8.73135  -0.79894
C  4.39651  5.79708  1.54083
C  0.31612  -0.13856  -1.43027
H  -2.70966  -2.56985  -3.61738
C  -4.38317  0.55680  4.60370
H  -2.57453  -4.86591  -0.94059
H  1.60694  3.82060  -5.41851
C  -0.07451  2.26535  3.23679
H  -0.20010  5.66878  6.57151
H  3.37463  2.39748  -6.17013
O  0.29692  2.29629  -5.10983
H  -5.61566  -2.19822  0.60694
H  2.43523  -7.03706  0.66360
H  3.80562  0.73526  0.45748
O  0.37323  -4.09186  -5.52371
H  -1.85791  -2.72947  -0.96007
O  4.11675  -1.30939  -3.64418
C  3.52434  -5.08836  2.24384
O  2.10702  4.99741  3.91913
H  -9.23667  7.04709  -3.75201
H  -0.90319  -6.26067  -3.62062
C  2.93180  0.77126  5.13013
O  -6.41118  5.65094  -0.29970
C  5.72881  3.14217  -5.02295
C  -2.30985  -3.53685  -3.93638
C  -0.79259  7.38399  5.59770
H  2.72319  -7.85966  3.50160
H  -3.80794  3.40079  -1.76464
C  -4.31665  -4.01573  4.97533
O  -2.17641  7.28508  5.50657
H  -0.16140  4.75021  1.31058
H  2.60064  6.36729  -2.73546
H  2.79716  -8.74777  1.05482
H  0.17347  -4.24721  6.99635
H  0.93563  7.35556  -1.46242
C  2.85936  5.07680  3.05613
O  5.34816  4.27237  -5.21425
C  5.22640  6.92062  -2.31544
O  -1.32887  -2.74496  -5.95544
H  -1.49279  4.53920  0.20429
O  -3.81647  -3.13080  -0.87882
H  2.99140  2.09403  -0.07123
O  2.70153  -5.95163  2.91529
H  -1.36272  -3.79538  -3.47226
C  -3.46866  -4.42248  -0.48870
O  -0.07257  -5.44232  -1.30421
H  6.00788  -1.46922  2.74643
C  7.11927  -0.68064  -0.82920
C  -1.95587  1.91842  -4.55234
O  -3.66829  5.85734  4.58054
H  2.07683  0.85424  0.85691
O  1.00527  -8.11000  1.73038
C  -1.07320  6.91087  2.01779
H  -0.17518  6.63599  2.57321
H  -0.15072  1.27785  3.64774
H  -4.47320  0.85897  5.65521
H  0.67231  -6.79344  -4.26041
C  3.06199  -7.29012  2.64164
C  -6.20336  4.87571  0.83665
C  0.85797  -1.94461  6.36755
O  3.00592  4.09338  2.10304
H  0.88798  -9.40622  0.10449
C  3.93290  3.47841  -2.58570
H  -8.56666  5.66542  -0.32128
H  2.94015  1.05721  -5.14883
H  -4.31713  2.38821  -0.42442
C  -2.74612  -8.57556  -1.42372
O  4.15892  6.66373  -1.40956
H  1.83782  2.87036  -3.92981
O  -2.86016  -9.40750  -2.60344
H  3.66070  4.08221  -1.74621
H  1.59712  -5.07661  6.22150
H  4.54487  -5.08783  2.65336
H  -4.20561  5.52397  1.46327
O  3.77021  6.08583  2.80121
O  -5.91067  -4.95954  -0.32209
C  4.20727  -1.88602  -2.55680
F  -2.69666  2.79868  -5.24555
H  -6.68272  5.34934  1.75103
C  -6.07859  -5.66920  0.83635
C  -4.70588  4.64874  1.04168

Atomic partial charges in e from the Löwdin method, atoms 1 to 5: 0.126, 0.101, -0.138, 0.082, -0.163